Entry 1:
ORCA calculation (wB97M-V/def2-TZVPD) on C40H21BrIIrN17 as an isolated structure in a non-equilibrium geometry.

XYZ file:
```
81
Properties=species:S:1:pos:R:3:forces:R:3
Ir 0.1620 0.0633 0.3470 0.2 0.9 0.8
I 1.6538 -0.3736 -2.7767 0.0 -0.3 0.1
Br -0.3980 -3.3375 -3.1517 0.1 0.2 0.0
N 2.2346 1.4753 2.6820 1.0 0.9 -0.9
N 5.0298 -0.5631 1.2060 -1.5 0.5 -1.2
N 0.6233 -0.2393 2.2938 -0.4 -0.9 -0.8
N 1.4537 -2.2622 0.3575 0.0 -1.6 0.9
N 3.8122 -2.5395 0.4492 1.1 0.7 -0.2
N 1.2119 1.7404 0.4944 -0.1 -1.1 0.2
N 4.7173 0.7008 1.2418 -1.5 -0.4 -0.6
N 3.0641 -0.3029 0.0472 1.9 0.7 1.7
N -1.2048 1.0626 -0.7496 0.6 0.4 -0.2
N 0.9299 -4.3589 0.9665 0.3 0.9 0.0
N 0.4606 -3.1390 0.6821 1.4 -0.2 0.1
N -0.6045 -2.2909 2.7173 -0.3 -0.4 -0.9
N -0.1103 3.2384 -0.8256 1.7 0.4 0.2
N 2.2386 -4.3450 0.8411 -1.0 1.8 -0.2
N -1.1122 -1.3750 0.5027 0.8 -0.7 0.6
N -2.8700 -0.6527 -0.9281 0.1 -2.5 0.6
N 3.5373 0.8849 0.5597 0.6 -0.9 0.8
C 2.5407 -3.0204 0.5308 -1.1 -0.5 -0.1
C -4.7092 2.7905 -3.2206 -0.2 -1.6 0.1
C 2.3413 5.0750 -0.3140 0.3 0.3 0.0
C -3.9141 3.9173 -3.1448 0.5 0.7 0.0
C -0.4138 -1.7138 -7.0060 -0.1 0.0 0.2
C 3.4653 5.7121 0.2214 0.0 0.0 0.0
C -2.6796 3.9140 -2.4884 0.0 0.8 -0.2
C -2.2307 -1.5837 -0.1815 -1.8 2.1 -1.6
C -3.8546 -3.5837 -0.3344 0.1 0.4 -0.7
C -2.4040 0.5625 -1.1750 0.3 0.0 0.0
C 0.1397 -0.7815 4.4804 0.0 0.9 -1.5
C -0.0730 -2.1961 -4.6177 0.7 1.6 -1.1
C -3.4258 -5.2899 1.3243 1.3 0.3 0.6
C 1.1009 1.1615 5.6073 0.4 -0.1 1.6
C 0.9519 0.3957 4.4704 -0.3 -0.6 -1.4
C -4.2692 1.5829 -2.6455 -1.3 0.0 -0.4
C -4.1279 -4.8060 0.2304 -1.0 -0.7 -0.3
C -1.9165 -3.4654 1.0988 -0.1 -0.3 -0.1
C 3.9408 3.8929 1.7561 -0.3 -1.0 -0.2
C -1.0794 2.3963 -1.1430 -0.8 -0.7 0.2
C 0.9649 2.9140 -0.1194 -1.2 0.2 -0.9
C -0.5562 -1.1890 5.5964 -0.1 -0.6 1.4
C -0.0161 -1.1936 3.1029 0.7 0.6 1.1
C -3.0936 1.5862 -1.9394 1.2 0.0 0.5
C 1.3319 0.6367 3.0869 -0.7 -0.5 2.0
C 0.4599 0.6795 6.7710 1.0 1.3 -0.3
C 0.8935 -0.1677 -5.6462 -0.6 -1.0 -0.1
C -0.7763 -2.5191 1.3335 -0.4 -1.2 0.0
C 2.3529 1.8143 1.3444 1.4 1.0 -0.1
C 3.9918 -1.1510 0.4840 -0.4 -0.1 0.5
C 2.0613 3.8171 0.1741 0.6 0.0 1.0
C -0.6174 -2.5239 -5.8715 -0.3 -0.3 0.0
C -2.7408 -2.9238 0.1176 0.2 0.5 0.3
C 0.7075 -0.9899 -4.5231 -0.6 -0.8 -0.5
C -0.3345 -0.4559 6.7800 -0.7 -1.1 -1.0
C 4.2214 5.1610 1.2748 -0.1 0.3 -0.5
C 0.3179 -0.5304 -6.8694 0.0 0.1 -0.4
C -2.2182 -4.6428 1.7489 -1.5 -0.5 -0.7
C -2.2695 2.7349 -1.8852 0.0 -0.1 0.1
C 2.8777 3.2192 1.1531 -0.3 0.4 -0.5
H 4.5615 3.3749 2.4963 -0.3 0.4 -0.2
H 4.5963 -3.0908 0.8115 -0.7 0.2 -0.3
H 3.8043 6.6537 -0.1882 -0.2 0.1 0.0
H -0.8467 -1.9963 -7.9964 0.4 0.2 1.1
H 1.7000 5.4830 -1.0986 0.4 0.1 0.3
H -3.8251 -6.1447 1.8755 0.4 0.0 -0.4
H -1.5784 -5.0606 2.5134 -0.1 0.1 0.1
H 0.5541 1.2068 7.7248 0.1 0.0 -0.4
H 1.4969 0.7268 -5.5749 -0.1 0.0 0.1
H 5.0590 5.7428 1.6683 -0.3 -0.3 -0.1
H 0.4458 0.1373 -7.7378 0.0 -0.5 0.5
H -4.9281 -5.3906 -0.2390 0.1 0.2 0.6
H -1.2161 -2.0827 5.5270 0.5 0.8 0.3
H -1.2551 -3.4273 -5.9455 0.6 0.6 0.0
H -4.2752 4.8057 -3.6512 0.2 0.1 0.2
H -4.4616 -3.1494 -1.1252 0.1 -0.2 0.1
H -5.6685 2.8141 -3.7526 0.5 0.0 0.2
H 1.7677 2.0421 5.6080 -0.6 -0.5 0.1
H -2.0579 4.8256 -2.4290 -0.4 -0.7 -0.1
H -4.8453 0.6518 -2.7227 0.1 0.5 0.1
H -0.7981 -0.7448 7.7175 -0.1 -0.1 -0.2
```
Positions in Å, forces in eV/Å.

ΔE to the lowest compared entry with this formula, charge and spin	0.867	eV
multiplicity	6
HOMO-LUMO gap (spin up / spin down)	4.63 / 5.24	eV
E_tot	-5443.66074	hartree
LUMO (spin up / spin down)	-0.729 / -3.219	eV
max |F|	0.062	Eh/bohr

From a Löwdin analysis of the wavefunction, the atomic charges in e read: 1.513 0.991 0.732 0.204 0.086 0.024 0.086 0.147 -0.079 0.052 0.018 -0.040 0.085 -0.064 0.205 0.192 0.100 -0.076 0.192 -0.040 -0.368 -0.075 -0.001 -0.087 -0.084 -0.065 -0.003 -0.257 -0.012 -0.278 -0.132 -0.728 -0.038 -0.014 -0.122 -0.008 -0.085 -0.112 -0.010 -0.267 -0.268 -0.017 -0.285 -0.116 -0.302 -0.096 -0.170 -0.420 -0.387 -0.376 -0.110 -0.139 -0.113 -0.730 -0.095 -0.063 -0.095 0.016 -0.115 -0.085 0.119 0.162 0.099 0.118 0.121 0.109 0.113 0.100 0.084 0.110 0.111 0.114 0.123 0.105 0.103 0.125 0.109 0.120 0.124 0.121 0.097

Entry 2:
ORCA calculation (wB97M-V/def2-TZVPD) on a 3-piece molecular cluster, C40H24F3N3O8S overall in a non-equilibrium geometry.

XYZ file:
```
79
Properties=species:S:1:pos:R:3:forces:R:3
S -5.4267 0.8153 2.2534 -4.4 4.6 -3.1
F -4.5611 1.3155 4.8447 -1.7 -4.1 -2.8
F -4.0067 -0.8797 4.0012 -3.8 3.6 0.2
F -6.3073 -0.3565 4.6165 4.6 1.9 -2.1
O 10.7544 -4.1881 4.5293 -0.4 0.2 -0.6
O 7.6232 -2.6002 0.5065 0.4 -0.2 0.5
O -5.8195 -2.3729 0.3459 -0.1 1.9 -1.0
O -4.5218 -3.4089 1.6803 -0.8 0.5 -3.9
O -5.9540 6.1497 -4.5705 -0.1 -0.7 0.2
O -6.8090 0.2976 1.7919 5.4 0.7 1.7
O -6.9964 1.1477 -3.0210 0.2 0.4 -0.2
O -5.4388 2.3829 2.2982 1.0 -5.9 0.5
N -4.6905 -3.1329 0.4974 1.0 -1.1 3.9
N 0.1964 1.0190 1.4165 0.1 -4.0 -6.1
N -0.0184 -0.8178 -1.3655 1.6 3.6 5.4
C -8.3485 2.3672 -6.7964 0.2 0.0 0.4
C 6.5317 -2.5212 3.0780 -0.1 0.0 0.3
C -2.4843 0.8350 1.6413 -1.6 -1.5 -1.8
C -7.4078 4.5458 -6.3385 -0.1 -0.2 -0.2
C 8.1401 -3.4321 5.1705 -0.3 0.1 0.0
C 12.4228 -3.9879 0.6893 -0.3 0.0 0.3
C 6.0337 -2.5471 4.3817 0.2 0.0 -0.3
C -3.9784 0.2884 1.1902 5.6 -0.8 -1.6
C 1.3571 0.5883 0.5644 -1.9 0.8 1.9
C 8.6477 -3.3902 3.8654 -0.5 0.1 0.4
C 7.8392 -2.9495 2.8184 -0.4 0.1 0.4
C 10.0446 -3.7975 3.6107 0.9 -0.5 1.1
C 9.7533 -3.3235 1.1817 0.5 -0.1 -0.4
C -5.4677 -1.3088 -0.6522 0.5 1.2 -0.5
C -1.1956 -0.4451 -0.5094 -0.6 0.1 0.3
C 10.5761 -3.7188 2.2354 0.5 -0.1 -0.4
C -5.6479 4.4846 -2.9436 0.3 0.1 0.5
C -4.6923 3.5600 -0.4857 0.0 -0.1 -0.2
C -4.8579 5.3148 -2.1392 0.1 -0.1 0.3
C 10.2602 -3.2791 -0.1238 0.3 -0.1 0.0
C -4.3766 4.8489 -0.9146 -0.2 0.0 -0.4
C 11.9157 -4.0467 1.9892 0.1 0.0 -0.3
C -2.6835 -1.0157 -0.9928 -0.8 2.1 3.3
C 11.5936 -3.6116 -0.3669 -0.3 0.1 0.2
C -5.9430 3.1874 -2.5259 0.3 0.0 0.5
C -7.8966 1.9105 -5.5564 -0.1 0.1 -0.3
C 3.7696 -0.0955 1.5074 -1.3 1.7 -1.0
C 8.3514 -2.9354 1.4337 -0.9 0.4 -1.1
C 6.8342 -3.0111 5.4252 0.3 -0.1 -0.2
C 2.8828 1.0519 1.0591 0.0 -2.4 0.1
C -5.0623 0.1795 4.0094 0.8 -1.3 3.9
C -6.1674 4.9921 -4.2291 0.3 1.5 -0.3
C -5.4737 2.7278 -1.2885 0.2 0.3 0.1
C -7.1956 2.7733 -4.7038 -0.3 -0.1 -0.6
C -8.1107 3.6857 -7.1835 0.2 0.1 0.3
C -1.0739 0.4685 0.8311 -1.5 -0.2 0.0
C -6.7338 2.2861 -3.3887 -0.2 -1.2 0.5
C 1.2701 -0.2871 -0.8035 -3.3 0.1 1.1
C -4.0440 -0.6712 -0.1396 3.2 0.5 -0.8
C -6.9409 4.0853 -5.1002 -0.3 -0.1 -0.6
H -7.2216 5.5724 -6.6495 0.1 -0.2 0.2
H 13.4648 -4.2378 0.5012 -0.2 0.0 0.1
H 5.8993 -2.1626 2.2675 0.3 -0.1 0.1
H -2.4206 1.5344 2.6071 0.0 -1.7 -2.4
H 8.7610 -3.7878 5.9909 0.0 0.1 -0.3
H 12.5690 -4.3445 2.8079 -0.3 0.1 -0.1
H 6.4430 -3.0400 6.4399 0.1 0.0 -0.2
H 4.5159 -0.5642 0.7122 -0.2 1.9 2.6
H -2.7123 -1.7049 -1.9640 -0.1 1.7 2.5
H 9.6201 -2.9815 -0.9527 0.0 0.0 0.3
H 3.6307 -0.5013 2.6049 -0.7 -0.5 -3.0
H -3.7570 5.4930 -0.2946 -0.1 -0.1 -0.1
H 11.9864 -3.5727 -1.3806 -0.1 0.0 0.2
H -8.4689 4.0439 -8.1462 0.1 -0.1 0.2
H 3.2702 2.1656 1.0251 -0.7 -2.5 -1.5
H 2.2693 -0.5202 -1.3898 -2.4 0.5 1.4
H -5.4213 -1.7379 -1.7487 0.3 0.7 2.3
H -8.8881 1.6941 -7.4591 0.1 0.1 0.1
H -4.3249 3.2000 0.4728 -0.1 0.1 -0.3
H 5.0201 -2.2071 4.5822 0.2 -0.1 0.0
H -4.6117 6.3240 -2.4652 -0.2 -0.3 -0.1
H -5.7115 1.7210 -0.9497 0.0 0.3 -0.2
H -6.2882 -0.4432 -0.6758 1.6 -2.3 0.5
H -8.0892 0.8805 -5.2604 0.1 0.3 0.1
```
Positions in Å, forces in eV/Å.

ΔE to the lowest compared entry with this formula, charge and spin	15.642	eV
HOMO-LUMO gap	6.02	eV
E_tot	-3001.89769	hartree
LUMO	-2.423	eV
max |F|	0.142	Eh/bohr
SMILES string	C=Cc1cnc2cc(CON=O)c(S(=O)(=O)C(F)(F)F)cc2n1.O=C1c2ccccc2C(=O)c2ccccc21.O=C1c2ccccc2C(=O)c2ccccc21

From a Löwdin analysis of the wavefunction, the atomic charges in e read: 0.861 0.004 0.004 0.028 0.099 0.091 -0.131 0.040 0.096 -0.328 0.087 -0.357 -0.053 0.089 0.045 -0.058 0.005 0.076 0.007 0.008 -0.056 -0.057 -0.175 -0.151 -0.084 -0.084 -0.278 -0.086 -0.126 -0.127 -0.086 -0.087 -0.049 0.008 0.006 -0.044 0.008 0.073 -0.058 -0.079 0.005 -0.034 -0.278 -0.055 -0.118 -0.276 -0.278 0.020 -0.086 -0.058 -0.125 -0.274 -0.007 -0.100 -0.085 0.122 0.108 0.098 0.128 0.122 0.122 0.109 0.083 0.124 0.121 0.073 0.110 0.108 0.108 0.109 0.124 0.146 0.107 0.074 0.103 0.122 0.092 0.133 0.120

Entry 3:
ORCA calculation (wB97M-V/def2-TZVPD) on C40H26F5I2MoN5O2SSb as an isolated structure.

XYZ file:
```
83
Properties=species:S:1:pos:R:3:forces:R:3
I 5.4088 -0.1746 5.5118 0.0 0.0 0.0
I -0.0589 2.1795 4.6445 0.0 0.0 0.0
Sb -4.3338 0.1922 0.0528 0.1 -0.1 0.0
Mo -0.3082 0.2594 0.2519 0.0 -0.3 0.4
S -2.4065 1.3503 0.6768 -0.2 0.2 -0.1
F -2.7833 -3.6030 3.1906 -0.1 0.0 0.2
F -2.1009 -1.1243 2.5496 0.2 0.0 0.1
F -1.9901 -5.6874 1.6502 -0.1 -0.4 0.1
F 0.3090 -2.7867 -1.1632 0.1 0.2 -0.1
F -0.4490 -5.2379 -0.5319 0.1 -0.2 -0.1
O 0.2957 0.4596 2.0642 0.2 0.1 -0.3
O -0.3668 0.2825 -1.7086 -0.1 0.4 0.2
N 0.7318 2.2374 -0.1699 0.1 0.0 0.0
N 0.0137 -0.4936 -2.7064 0.1 -0.3 0.1
N 1.8104 -0.3307 -0.0319 0.2 0.0 0.0
N -0.2177 -1.7426 -5.8628 0.0 0.0 0.0
N -2.4629 1.5837 -3.8133 -0.4 0.4 0.0
C -4.2542 -2.6227 -3.9086 0.0 0.0 0.0
C 2.4554 -0.5007 2.3587 0.0 0.0 -0.1
C -0.4067 -1.1028 -4.9292 0.0 0.1 0.1
C 1.3987 0.3003 2.8036 -0.1 0.0 0.0
C -2.0399 -3.3899 2.1133 0.0 0.1 -0.2
C -1.6686 -2.1080 1.7457 -0.1 0.0 -0.1
C -3.6112 -2.2638 -1.6196 0.0 0.1 -0.1
C -6.9563 1.6618 0.3410 0.0 0.0 0.0
C 3.6911 0.0297 4.3551 0.0 0.0 0.0
C -0.6829 -0.2996 -3.7663 -0.1 0.1 -0.4
C -6.3851 3.6792 -1.4937 0.0 0.0 0.0
C -7.8930 2.6529 0.0819 0.0 0.0 0.0
C 1.5098 0.9659 4.0236 0.0 0.0 0.0
C -5.4388 2.6980 -1.2413 0.0 0.0 0.0
C -4.7764 -0.4762 2.9593 -0.1 0.0 0.0
C -4.9896 -0.9509 1.6682 0.0 0.0 0.0
C -5.2148 -1.2307 4.0358 0.0 0.0 0.0
C -0.9133 -1.8031 0.6180 0.0 0.0 0.0
C 2.7282 0.8166 -0.2652 0.0 0.0 0.0
C -4.9215 -0.6003 -2.7920 0.1 0.1 0.0
C 0.8094 4.5775 -0.6196 0.0 0.0 0.0
C -6.0522 -2.9176 2.5299 0.0 0.0 0.0
C -0.5118 -2.9206 -0.1017 0.0 0.0 0.1
C -4.9147 -1.4035 -3.9233 0.0 0.0 0.0
C -1.6959 0.7359 -3.8195 0.5 -0.7 0.1
C 2.3441 -1.2250 1.0434 -0.1 0.1 0.1
C -4.2565 -1.0284 -1.6471 0.0 0.0 0.0
C -3.6081 -3.0566 -2.7578 0.0 0.0 0.0
C -1.6417 -4.4576 1.3300 0.0 0.2 0.0
C -5.7346 1.6914 -0.3242 0.0 0.0 0.0
C -7.6065 3.6557 -0.8325 0.0 0.0 0.0
C -5.8491 -2.4478 3.8194 0.0 0.0 0.0
C 0.1276 3.4304 -0.2786 0.0 0.0 0.0
C -5.6216 -2.1690 1.4427 0.0 0.0 0.0
C -0.8616 -4.2213 0.2129 0.0 0.2 0.1
C 3.6003 -0.6196 3.1337 0.0 0.0 0.0
C 2.6452 0.8259 4.8046 0.0 0.0 0.0
C 2.7923 3.2616 -0.7736 0.0 0.0 0.0
C 2.0431 2.1506 -0.4171 0.0 0.0 0.0
C 2.1702 4.4911 -0.8718 0.0 0.0 0.0
H -6.1691 4.4619 -2.2085 0.0 0.0 0.0
H -8.3403 4.4251 -1.0327 0.0 0.0 0.0
H -0.9360 3.4458 -0.0841 0.0 0.0 0.0
H 2.7376 5.3706 -1.1449 0.0 0.0 0.0
H -3.1186 -2.6143 -0.7253 0.1 0.0 0.1
H 2.7151 1.3418 5.7518 0.0 0.0 0.0
H -5.4238 -1.0703 -4.8177 0.0 0.0 0.0
H 3.3964 0.8918 0.5944 0.0 0.0 0.0
H -4.4879 2.7157 -1.7634 0.0 0.0 0.0
H 1.6637 -2.0693 1.1229 0.0 0.0 0.0
H 3.3518 0.6192 -1.1384 0.0 0.0 0.0
H -3.1064 -4.0156 -2.7429 0.0 0.0 0.0
H -5.0527 -0.8737 5.0441 0.0 0.0 0.0
H -6.1824 -3.0365 4.6637 0.0 0.0 0.0
H -5.4302 0.3561 -2.8176 0.0 0.0 0.0
H -4.2500 -3.2433 -4.7949 0.0 0.0 0.0
H 4.4211 -1.2321 2.7816 0.0 0.0 0.0
H 0.2795 5.5163 -0.6888 0.0 0.0 0.0
H -8.8451 2.6402 0.5953 0.0 0.0 0.0
H -4.2567 0.4596 3.1292 0.0 0.0 0.0
H 3.8513 3.1546 -0.9674 0.0 0.0 0.0
H -7.1806 0.8801 1.0572 0.0 0.0 0.0
H -6.5417 -3.8684 2.3671 0.0 0.0 0.0
H -5.7785 -2.5393 0.4357 0.0 0.0 0.0
H 1.7598 -0.8819 -0.8862 0.0 -0.1 -0.1
H 3.3216 -1.6062 0.7395 0.0 0.0 0.0
```
Positions in Å, forces in eV/Å.

ΔE to the lowest compared entry with this formula, charge and spin	0.321	eV
multiplicity	3
total charge	+1
HOMO-LUMO gap (spin up / spin down)	6.40 / 6.92	eV
E_tot	-3765.21974	hartree
LUMO (spin up / spin down)	-3.986 / -3.721	eV
max |F|	0.016	Eh/bohr

From a Löwdin analysis of the wavefunction, the atomic charges in e read: 0.911 0.960 1.411 1.472 0.186 0.139 0.030 0.157 0.063 0.138 -0.360 -0.393 -0.011 0.041 -0.135 0.192 0.210 -0.056 -0.168 -0.150 -0.381 -0.148 -0.262 -0.116 -0.106 -0.736 -0.270 -0.064 -0.065 -0.638 -0.129 -0.131 -0.376 -0.058 -0.148 -0.090 -0.121 -0.027 -0.066 -0.269 -0.063 -0.145 -0.104 -0.346 -0.056 -0.141 -0.370 -0.060 -0.059 -0.108 -0.110 -0.160 -0.108 -0.208 0.000 -0.237 -0.024 0.113 0.113 0.062 0.122 0.079 0.087 0.115 0.136 0.093 0.117 0.145 0.115 0.116 0.115 0.096 0.115 0.106 0.118 0.113 0.100 0.128 0.101 0.114 0.102 0.104 0.138

E_tot of number 2 (C40H24F3N3O8S)?
-3001.89769 hartree

Which of these has the highest E_tot?
C40H24F3N3O8S

Which of these has the lowest ΔE to the lowest compared entry with this formula, charge and spin?
C40H26F5I2MoN5O2SSb

Which of these has the lowest E_tot?
C40H21BrIIrN17